Record 1
DFT (wB97M-V/def2-TZVPD) results for C22H30N2O4S2 as an isolated structure.

Energy = -2062.37494 a.u.
Maximum force = 17.72 eV/Å
Energy relative to the best compared isomer or geometry (same formula, charge and spin) = 2074.9 kJ/mol
LUMO = -0.202 eV
E_HOMO = -8.474 eV
Orbital gap = 0.3040 Ha

XYZ file:
```
60
Properties=species:S:1:pos:R:3:forces:R:3:lowdin_charge:R:1
C 1.959983 -3.288892 3.415301 3.1263 9.3320 -0.1734 -0.0170
C 0.801418 -2.192296 3.319595 2.7368 -3.1655 -3.6371 -0.1892
C 0.639688 -1.285694 4.330436 -8.6784 1.5164 -10.1669 -0.0323
C -0.277345 -0.228335 4.020639 -0.4386 0.1700 0.0697 0.0452
C -1.182732 -0.147356 2.749220 7.8264 -4.0844 4.0124 -0.3107
C -0.838009 -1.189687 1.831299 -1.7345 0.2060 -0.7734 -0.0820
C 0.208705 -2.141205 1.988145 -3.2113 -0.7884 1.8857 -0.0288
H 0.030898 -3.102397 1.306457 1.3230 2.2689 1.4676 0.1599
H -1.606048 -1.292255 0.991228 1.5400 0.2122 0.8303 0.1286
S -2.222134 1.115064 2.617187 -4.4544 -2.6418 -4.7928 0.7218
O -2.813267 1.114001 3.916218 -0.6285 1.9555 0.2727 -0.2666
O -3.004384 0.621520 1.377199 1.7809 2.8100 3.5009 -0.3316
N -1.474206 2.590369 2.174045 -0.5287 -3.4767 9.2426 -0.2142
C -0.818192 2.536107 1.037045 -2.7569 4.6703 -6.0583 -0.3578
C -0.094800 1.620772 0.387255 6.4886 -3.9674 -1.2893 0.0118
C 0.569026 1.766451 -0.915934 -3.9209 1.5627 3.0993 -0.1388
C 0.028609 2.937528 -1.745688 2.5105 -9.1828 2.1071 -0.3258
C -0.766460 3.765512 -1.190897 -2.8394 -1.7403 8.5549 0.0663
C -1.392918 3.575728 0.278418 8.0698 -1.0201 -7.1085 -0.0754
C -2.143495 4.628800 0.728613 -5.8201 -3.5579 -1.9564 -0.0364
H -1.794677 5.404981 1.134222 3.6512 5.8205 3.4529 0.0379
H -2.727082 4.086159 1.417808 -1.6481 0.3637 1.4391 0.0986
H -2.791417 5.001536 -0.033871 -0.5844 0.1644 -0.7433 0.1120
H -1.004468 4.507471 -1.754724 -2.4230 4.9267 -3.1611 0.0528
C 0.258323 2.633275 -3.099339 11.7183 11.8198 6.0936 -0.0256
H 0.254768 3.862410 -3.449134 0.2554 -2.7044 -0.1639 0.1675
H -0.124823 2.289240 -3.814338 -6.6405 -6.2200 -9.3972 -0.0468
H 1.487190 2.462293 -3.089007 -3.2957 0.1977 -0.9567 0.1483
S 1.596134 0.435780 -1.532735 -9.1481 -5.6410 7.5378 0.8118
O 2.692727 0.999222 -2.090133 5.7369 1.6830 -3.1993 -0.2427
O 1.637508 -0.624860 -0.344094 0.6657 4.0711 -4.4162 -0.3687
N 0.377899 -0.239669 -2.764358 7.5444 5.2623 -1.5979 -0.2052
C 1.184904 -0.935892 -3.695874 -5.1197 -0.4383 -2.8022 -0.3199
C 1.508224 -2.257262 -3.423032 2.0118 -6.7433 4.6946 -0.1456
H 2.027982 -2.819226 -4.224331 -0.3343 0.5486 0.2733 0.1166
H 2.280199 -2.434097 -2.345398 -2.0118 0.8775 -3.2840 0.1973
C 0.114127 -3.150917 -2.910865 11.0941 -0.9279 2.7671 -0.3173
C 0.873287 -4.460565 -2.361901 -8.2503 -4.2167 -6.9945 -0.0637
H -0.242048 -5.095665 -2.117505 3.4190 1.2151 0.1854 0.1403
H 1.238099 -5.209502 -3.253690 -0.1842 2.1538 2.3617 0.1156
H 1.427262 -4.345297 -1.539707 2.1719 0.5972 2.8625 -0.0008
C -0.107935 -2.377033 -1.765373 -12.0437 2.9897 -0.5589 -0.2115
C -0.632564 -0.893693 -2.292590 -4.8549 -3.1986 4.0948 -0.2563
H -1.061265 -0.201686 -1.475971 0.0530 -1.5657 -0.7221 0.1440
H -1.452306 -1.015422 -3.077239 0.9378 0.0881 0.7937 0.1562
H -1.393293 -2.692715 -1.361026 3.3057 0.2251 -0.5446 0.1910
H 0.284889 -2.136561 -0.886285 3.0129 -0.2442 3.0824 0.0039
H -0.444539 -2.967252 -3.701638 -3.4092 -0.6279 -3.3526 0.0834
H 1.974953 -0.441658 -3.934939 4.9911 3.6519 -1.4095 0.0565
H 0.620835 -1.034677 -4.680988 0.0902 0.6494 0.7554 0.1720
H 0.340606 0.788783 1.069764 -0.8606 1.1827 -1.6587 0.1335
C -0.638350 3.025313 3.382751 1.0460 2.9747 -0.3394 -0.0470
H -0.652637 4.142842 3.333816 0.4769 -0.5037 -0.7182 0.0936
H 0.471907 2.766033 3.484301 -1.7155 -0.3655 -0.6975 0.1225
H -1.099943 3.044853 4.356435 -0.7246 -1.4538 0.1333 0.0747
H -0.182398 0.488524 4.894794 -1.1593 -0.1134 -1.6290 0.1196
H 1.278171 -1.262699 4.973056 6.6765 0.4320 8.1203 0.0121
H 2.766999 -3.215121 2.562934 -1.4440 0.4044 1.8877 0.1333
H 2.372214 -3.375406 4.420939 0.6848 1.0372 0.0528 0.0790
H 1.676203 -4.155574 3.373483 -4.0828 -9.4507 -1.3286 -0.0500
```
Forces are in eV/Å.



Record 2
DFT (wB97M-V/def2-TZVPD) results for one molecule with the formula C4H4O2.

Energy = -305.18959 a.u.
Maximum force = 0.65 eV/Å
SMILES = O=CC=C=CO
Energy relative to the best compared isomer or geometry (same formula, charge and spin) = 236.0 kJ/mol
LUMO = 0.065 eV
E_HOMO = -9.467 eV
Orbital gap = 0.3503 Ha

XYZ file:
```
10
Properties=species:S:1:pos:R:3:forces:R:3:lowdin_charge:R:1
O -0.210833 0.687305 2.913116 -0.6030 -0.0848 -0.2104 0.0342
C -0.791048 0.377180 1.892613 0.1087 0.0926 0.3662 -0.2777
C 0.003205 -0.048916 0.737827 0.1680 -0.0267 0.0850 -0.1090
C -0.302220 -0.215177 -0.539516 0.5894 -0.0267 0.2779 0.0042
C 0.520579 -0.355956 -1.575664 -0.0983 -0.1329 0.0170 -0.1988
O 1.079005 0.695027 -2.188743 -0.1623 0.0448 -0.1252 0.0525
H -1.892420 0.435067 1.799742 0.0970 0.0091 0.0105 0.1211
H 1.052193 -0.165640 1.003558 0.0163 0.0960 0.1941 0.1172
H 0.857327 -1.321497 -1.936636 -0.2719 0.1035 -0.4205 0.1321
H 0.785490 1.488935 -1.709130 0.1562 -0.0750 -0.1946 0.1240
```
Forces are in eV/Å.



Record 3
DFT (wB97M-V/def2-TZVPD) results for a 2-piece molecular cluster, C2H10N3S2 overall.

Energy = -1042.45737 a.u.
Total charge = +1
Maximum force = 6.09 eV/Å
Energy relative to the best compared isomer or geometry (same formula, charge and spin) = 483.1 kJ/mol
LUMO = -6.801 eV
E_HOMO = -11.992 eV
Orbital gap = 0.1908 Ha

XYZ file:
```
17
Properties=species:S:1:pos:R:3:forces:R:3:lowdin_charge:R:1
C -1.061713 -0.990018 0.045272 0.3544 -0.0059 -0.0100 -0.5379
S -1.614184 -0.480948 -1.582780 0.3753 0.2258 -0.1523 0.4391
S 0.238684 -0.250651 -2.499096 -0.2157 -0.2019 0.2229 0.3590
H -0.253798 -1.722811 -0.032258 -0.1913 -0.0353 -0.0362 0.0415
H -1.917739 -1.418478 0.572208 0.1058 0.1364 0.1363 0.0517
H -0.697579 -0.064457 0.557590 -0.5317 -1.0892 -0.4634 -0.0258
H 0.726445 0.648414 -1.625594 -0.0504 0.1954 -0.1791 -0.2218
N -0.019193 1.622749 1.544411 0.8910 -1.8655 0.8695 0.1362
C 0.771712 0.452994 1.730629 3.0737 3.2459 4.1364 -0.2547
N 0.870359 -0.693373 2.865624 -2.7088 2.0890 -4.0394 0.1554
N 2.059970 0.861253 1.566737 -0.0476 -2.6131 -0.4649 0.1586
H -0.173917 2.054883 2.453779 -1.0460 -0.0278 -0.0634 0.1344
H 0.598447 2.213775 0.989274 -0.5463 0.3078 -0.1324 0.1153
H 0.527615 -0.100744 3.632794 0.0353 -0.3660 0.2869 0.1008
H 0.045541 -1.211947 2.548975 -0.0063 -0.8351 0.9413 0.0709
H 2.299212 1.611562 2.208193 0.0666 0.6881 -0.8684 0.1524
H 2.670202 0.068229 1.735283 0.4422 0.1513 -0.1838 0.1247
```
Forces are in eV/Å.



Record 4
DFT (wB97M-V/def2-TZVPD) results for C22H18ClF3N5ORe as an isolated structure.

Energy = -2035.26339 a.u.
Expectation value of S² = 0.768
Total charge = +3
Maximum force = 0.12 eV/Å
Energy relative to the best compared isomer or geometry (same formula, charge and spin) = 0.0 kJ/mol
LUMO (alpha / beta) = -11.748 / -11.359 eV
E_HOMO (alpha / beta) = -17.594 / -17.628 eV
Multiplicity = 2
Orbital gap (alpha / beta) = 0.2149 / 0.2304 Ha

XYZ file:
```
51
Properties=species:S:1:pos:R:3:forces:R:3:lowdin_charge:R:1
Re 0.975850 -0.215198 -0.291395 -0.0362 0.0859 -0.0679 1.6762
Cl 0.219212 -4.803037 -5.728155 0.0028 0.0076 0.0141 0.8331
C 0.680753 -3.662267 -4.553991 -0.0209 0.0018 -0.0173 -0.6294
C 2.041812 -3.494802 -4.244979 -0.0012 0.0040 0.0085 -0.0030
C 2.447699 -2.567819 -3.305749 0.0283 -0.0047 0.0022 0.0453
C 1.491024 -1.812963 -2.642357 -0.0602 -0.0204 -0.0294 -0.2815
O 1.892032 -0.866009 -1.758980 0.0284 -0.0164 0.0515 -0.1946
C 0.107309 -1.960815 -2.936631 0.0275 0.0128 0.0128 -0.1299
C -0.862800 -1.049830 -2.430685 0.0175 -0.0021 0.0198 0.0117
N -0.675039 -0.241571 -1.416570 0.0115 -0.0249 -0.0503 -0.0521
C -1.500661 0.923318 -1.236153 -0.0011 0.0073 0.0146 -0.1899
C -2.834022 1.044846 -1.529887 0.0335 0.0048 0.0051 0.0452
C -3.458932 2.300398 -1.384338 -0.0286 -0.0004 -0.0104 0.0028
C -2.749975 3.400143 -0.978651 0.0033 0.0077 0.0076 0.0462
C -1.374286 3.285379 -0.658832 0.0152 0.0048 -0.0001 -0.1141
C -0.552048 4.361054 -0.262219 -0.0172 -0.0189 -0.0053 0.0937
C 0.781253 4.143263 0.019990 0.0204 0.0157 0.0053 0.0205
C 1.293303 2.855379 -0.051333 0.0069 -0.0140 0.0046 -0.0501
N 0.550525 1.805088 -0.429853 -0.0267 -0.0298 0.0074 -0.0812
C -0.769393 2.023649 -0.763289 -0.0058 -0.0120 -0.0038 -0.1577
C -0.272016 -2.884937 -3.925912 -0.0171 -0.0347 -0.0261 -0.0104
H 2.775507 -4.093518 -4.769668 0.0075 0.0048 0.0056 0.1397
H 3.496928 -2.412524 -3.090986 -0.0003 -0.0019 -0.0032 0.1474
H -1.789632 -0.941429 -2.987749 -0.0003 -0.0036 -0.0050 0.1609
H -3.417526 0.198321 -1.870922 -0.0074 0.0048 -0.0006 0.1364
H -4.511468 2.389242 -1.615589 0.0018 -0.0003 0.0007 0.1376
H -3.233192 4.365431 -0.897076 -0.0002 -0.0003 -0.0016 0.1454
H -0.970487 5.358181 -0.188556 -0.0027 -0.0008 -0.0015 0.1531
H 1.433081 4.955641 0.308696 0.0000 -0.0013 -0.0008 0.1391
H 2.328911 2.654701 0.195723 0.0004 0.0010 0.0018 0.1336
H -1.314405 -2.991298 -4.199574 0.0020 0.0015 0.0005 0.1375
N -0.366140 -2.743960 0.717787 -0.0168 0.0202 0.0119 0.0260
N 0.973832 -2.312781 0.387454 0.0384 -0.0031 -0.0337 -0.1253
H -0.322834 -3.610856 1.249897 0.0130 -0.0212 -0.0206 0.1174
H -0.847404 -2.951333 -0.151302 -0.0126 -0.0036 -0.0067 0.0878
H 1.416322 -2.937149 -0.295378 -0.0173 -0.0081 -0.0044 0.1228
H 1.522995 -2.423430 1.239906 -0.0028 0.0279 0.0116 0.1254
F 0.268511 -0.556226 6.585204 0.0009 -0.0031 0.0050 0.1995
C 0.156639 0.630666 5.992364 -0.0022 -0.0074 -0.0012 -0.6040
F -1.042279 1.138752 6.254641 -0.0071 0.0025 0.0012 0.1906
F 1.093529 1.445034 6.462853 0.0063 0.0073 0.0026 0.1916
C 0.329069 0.438221 4.487807 0.0112 0.0033 -0.0033 -0.0270
C -0.767589 0.132427 3.696705 -0.0053 -0.0018 0.0044 0.0704
C -0.576058 -0.083857 2.348013 0.0003 0.0088 0.0106 -0.0761
N 0.645012 0.014547 1.784562 0.0022 0.0044 0.0987 -0.1502
C 1.710268 0.324231 2.560277 0.0094 -0.0016 -0.0188 -0.0825
C 1.593075 0.534494 3.912719 -0.0039 0.0003 0.0008 0.0669
H -1.759979 0.059626 4.121121 0.0011 -0.0004 -0.0002 0.1518
H -1.397100 -0.348633 1.696342 0.0056 0.0011 0.0001 0.1180
H 2.676803 0.404733 2.068892 0.0004 -0.0019 0.0004 0.1325
H 2.463999 0.779487 4.505796 -0.0018 -0.0017 0.0027 0.1525
```
Forces are in eV/Å.